The following is a quantum chemistry calculation of a structure of composition C23H30ClN4O4PdS, from the OMol25 dataset.

XYZ file:
```
64
Properties=species:S:1:pos:R:3:forces:R:3:mulliken_charge:R:1
Pd -0.141209 -1.223956 -0.783712 0.009 0.050 0.000 0.339
Cl -0.457692 -3.961474 -5.672152 0.001 0.001 -0.007 -0.196
C -0.760967 -4.067813 -3.981440 -0.002 -0.006 0.004 -0.168
C -1.261240 -5.229986 -3.419904 0.004 0.000 -0.011 -0.144
C -1.486266 -5.254926 -2.053721 -0.004 0.005 0.014 -0.753
C -1.203280 -4.126559 -1.307751 0.011 0.005 0.014 -0.257
N -0.720552 -3.013731 -1.860167 -0.003 -0.037 -0.078 -0.086
C -0.499509 -2.973443 -3.174156 -0.018 -0.017 0.003 -0.411
H -1.467114 -6.089954 -4.042088 -0.001 -0.001 0.002 0.447
H -1.876988 -6.139236 -1.571327 0.001 -0.002 -0.002 0.411
H -1.364106 -4.102458 -0.237811 0.001 -0.005 0.000 0.456
H -0.115439 -2.048080 -3.582524 0.002 0.002 0.004 0.552
C 4.721618 -1.437724 -1.008215 0.027 -0.008 0.014 -0.471
C 4.048737 -2.230452 -0.089403 0.007 0.001 0.010 -0.689
C 2.659333 -2.197244 -0.030599 -0.003 0.044 -0.021 0.228
C 1.922105 -1.373480 -0.881064 0.016 -0.059 0.046 -0.067
C 2.611888 -0.593729 -1.808803 0.005 0.005 -0.001 -0.098
C 4.001727 -0.622485 -1.869639 -0.035 0.028 -0.022 -0.623
H 5.802271 -1.463422 -1.060225 0.000 -0.003 0.004 0.412
H 4.605738 -2.879255 0.575591 -0.006 -0.002 0.003 0.408
H 2.155182 -2.841877 0.684664 0.007 -0.014 0.004 0.326
H 2.063962 0.048244 -2.491571 -0.001 0.000 0.001 0.429
H 4.522124 -0.010898 -2.596701 -0.003 0.000 -0.001 0.425
C 3.746230 2.786275 1.263646 0.007 0.001 0.007 -1.380
C 2.249488 2.906631 1.258235 0.003 -0.011 -0.009 0.395
C 1.614558 4.086681 1.627737 -0.009 0.004 -0.002 -0.902
C 0.230648 4.204703 1.589293 0.012 0.021 0.016 -0.735
C -0.527100 3.118918 1.185393 0.013 -0.038 -0.013 -0.381
C 0.087661 1.929955 0.800163 -0.022 0.010 -0.003 0.638
C 1.465159 1.827529 0.838700 0.006 0.004 -0.002 -0.342
S -2.288341 3.238629 1.193838 0.006 0.000 0.059 1.409
O -2.634147 4.619667 1.194008 0.004 0.026 -0.030 -0.732
O -2.768010 2.409474 2.301282 -0.018 -0.016 -0.004 -0.900
N -2.853818 2.496570 -0.111562 -0.002 -0.017 -0.008 -0.273
C -2.408547 2.877394 -1.460792 0.007 -0.016 0.001 -0.429
C -2.632204 1.682714 -2.395745 -0.007 -0.005 0.025 -1.034
C -1.855479 0.482952 -1.891456 -0.017 -0.008 0.016 0.906
O -0.800705 0.133427 -2.474741 -0.016 -0.010 0.001 -0.579
O -2.254929 -0.085804 -0.823733 0.031 0.062 -0.044 -0.831
H 4.216570 3.669855 1.690591 -0.003 0.001 0.001 0.399
H 4.120244 2.657593 0.246544 -0.003 -0.005 -0.002 0.318
H 4.065377 1.914024 1.835416 0.000 -0.003 -0.004 0.335
H 2.209322 4.936153 1.939025 -0.002 0.000 0.003 0.391
H -0.257280 5.130458 1.862576 -0.007 -0.001 -0.007 0.559
H -0.515703 1.106919 0.426821 0.006 0.001 0.007 0.323
H 1.947316 0.916019 0.499342 0.000 0.001 -0.001 0.202
H -2.904826 1.481329 0.003611 -0.005 0.013 -0.003 0.353
H -1.347574 3.147827 -1.458715 -0.001 0.011 0.000 0.331
H -2.980408 3.738195 -1.801280 -0.001 -0.001 -0.006 0.432
H -2.296462 1.941630 -3.396641 -0.004 0.013 0.001 0.398
H -3.695095 1.439109 -2.420779 0.000 -0.011 -0.008 0.336
N -2.489300 0.392206 3.939061 0.037 -0.002 0.002 -0.108
C -1.251155 -0.354385 3.546058 -0.027 0.026 0.006 -0.776
C -1.457556 -1.024547 2.191991 0.030 0.029 0.030 -0.058
N -0.217459 -1.553622 1.628949 -0.013 -0.039 0.000 -0.296
H -2.407497 0.780666 4.877633 -0.009 0.009 -0.002 0.412
H -3.314597 -0.206002 3.921971 -0.005 0.001 -0.009 0.387
H -2.637197 1.203220 3.265363 -0.007 -0.007 0.000 0.257
H -1.009176 -1.068329 4.331863 0.006 -0.004 -0.004 0.419
H -0.456372 0.390061 3.482359 0.007 -0.013 -0.003 0.355
H -1.880746 -0.304134 1.489258 -0.003 0.006 -0.011 -0.232
H -2.179568 -1.840061 2.270039 0.010 -0.004 0.007 0.522
H 0.039649 -2.450356 2.023241 -0.018 -0.009 0.005 0.248
H 0.568721 -0.925616 1.774148 -0.002 -0.004 0.005 0.195
```
Forces are in eV/Å.

E_HOMO (spin up / spin down): -9.85 / -10.89 eV
Net charge: +1
2S+1: 3
Orbital gap (spin up / spin down): 0.2620 / 0.2818 Ha
Lowest unoccupied orbital energy (spin up / spin down): -2.723 / -3.224 eV
F_max: 0.09 eV/Å

***

The following is a quantum chemistry calculation of a structure of composition C23H30ClO5Pb at a distorted geometry, from the OMol25 dataset.

XYZ file:
```
60
Properties=species:S:1:pos:R:3:forces:R:3:mulliken_charge:R:1
C -1.197779 -0.389400 -2.852031 -0.146 -0.048 -0.271 2.769
C -1.062415 0.961447 -2.075879 -0.026 -0.354 -0.817 -2.071
C 0.003011 -1.258131 -2.425250 0.011 0.041 0.191 -2.273
C 1.093264 -0.241443 -2.028086 0.066 -0.647 -0.215 0.252
H 0.293636 -1.927458 -3.252658 -0.083 0.237 0.569 0.414
H -0.274317 -1.845564 -1.522316 0.058 0.298 -0.570 0.474
C 0.315952 0.924060 -1.406469 0.085 -0.018 0.851 0.491
H -1.907285 1.031977 -1.378287 0.305 0.270 -0.114 0.308
H -1.082862 1.778141 -2.812448 -0.143 -0.080 0.381 0.623
C 0.268836 0.502835 0.078235 -0.157 -0.146 1.299 0.421
H 0.817751 1.909492 -1.460421 -0.133 -0.562 -0.234 0.615
H 1.656819 0.037755 -2.931474 -0.013 -0.013 0.325 0.499
C 1.998152 -0.766168 -0.879284 0.226 0.222 -0.381 1.319
C -2.472090 -1.146646 -2.639305 -1.591 0.566 1.403 -0.326
C -1.317634 -0.315037 -4.382181 1.458 -0.050 -0.868 0.637
O -0.558461 -0.913247 -5.119937 -0.977 1.166 0.521 -0.627
O -3.368636 -0.872021 -1.852645 1.252 -0.693 -0.899 -0.603
O -2.556639 -2.128549 -3.559332 -0.325 0.038 1.023 -0.234
O -2.370293 0.354786 -4.911292 0.307 0.161 -0.109 -0.371
C -3.382105 1.121223 -4.213132 0.247 -0.082 -0.212 -0.488
H -3.009237 1.664221 -3.333823 -0.158 -0.325 -0.395 0.260
H -4.217466 0.470445 -3.933429 0.229 0.107 0.020 0.165
H -3.713514 1.824621 -4.981184 -0.038 -0.011 0.289 0.311
C -3.724931 -2.918542 -3.413932 -0.335 -0.456 -0.043 -0.791
H -3.702858 -3.425232 -2.440911 -0.113 0.031 -0.288 0.307
H -3.664270 -3.625928 -4.237873 -0.209 -0.088 0.129 0.263
H -4.637349 -2.310416 -3.475767 0.291 -0.143 -0.026 0.303
O 1.245719 -0.550274 0.308920 -0.554 0.430 -0.629 -0.414
H -0.726569 0.126064 0.414678 0.587 0.021 -0.464 -0.080
H 0.500484 1.324866 0.781722 -0.071 -0.439 -0.550 -0.996
C 3.299101 0.047283 -0.878462 0.132 -0.182 0.013 -1.548
C 2.334400 -2.266913 -0.947815 -0.311 0.061 -0.325 -1.896
H 2.823264 -2.528433 -1.912507 -0.255 0.180 0.578 0.295
H 1.409993 -2.869577 -0.836215 0.621 0.287 -0.031 0.333
H 3.013347 -2.501843 -0.122151 -0.116 -0.065 -0.128 0.504
H 3.953744 -0.265063 -0.045965 -0.271 0.183 -0.327 0.338
H 3.127050 1.134074 -0.815192 -0.051 -0.383 0.045 0.289
H 3.783034 -0.174630 -1.840123 0.217 0.188 0.267 0.404
Pb 2.921456 0.068899 4.499462 -1.986 0.847 0.501 0.937
C 2.337997 2.956833 4.101755 -0.006 -0.726 0.226 -1.191
C 2.353818 3.079738 2.680155 -0.520 -0.040 -0.634 -0.590
C 1.011426 3.076179 2.223744 0.464 0.195 0.827 -0.472
H 3.239770 3.215703 2.056498 -0.266 -0.056 0.231 0.392
C 0.158181 2.933229 3.362669 0.766 0.209 0.105 -0.494
C 0.969554 2.866646 4.513646 -0.293 0.063 -0.270 -0.472
H 0.609072 2.774604 5.544187 0.201 -0.002 -0.462 0.386
H 3.202308 3.071998 4.764974 -0.302 0.120 -0.250 0.646
H 0.672010 3.220055 1.197056 0.208 -0.019 0.326 0.716
H -0.929900 2.885892 3.337104 0.342 -0.037 0.034 0.442
C 0.377204 -1.792947 4.456545 0.575 0.295 -0.399 -1.042
C 0.034140 -0.679537 5.295953 -0.478 0.616 -0.271 -0.689
C -0.918543 0.109472 4.596898 0.318 -0.586 -0.019 -0.480
H 0.377030 -0.503821 6.320151 -0.166 -0.137 -0.306 0.568
C -1.148365 -0.487471 3.323853 0.597 -0.507 0.951 -0.502
C -0.339734 -1.654429 3.240174 -0.374 0.312 -0.055 -0.309
H -0.319415 -2.346119 2.392437 0.100 0.281 0.368 0.354
H 0.985268 -2.648698 4.754591 -0.178 0.178 -0.109 0.498
H -1.372490 1.029123 4.965968 0.184 -0.305 -0.138 0.489
H -1.858362 -0.136811 2.580833 0.204 -0.019 0.052 0.497
Cl 4.646732 -1.011311 3.125569 0.596 -0.383 -0.714 -0.559
```
Forces are in eV/Å.

E_HOMO: -3.67 eV
Net charge: -1
2S+1: 1
Orbital gap: 0.2056 Ha
Lowest unoccupied orbital energy: 1.924 eV
F_max: 2.22 eV/Å